<w>
DFT (wB97M-V/def2-TZVPD) results for one molecule with the formula C7H12O3.

```
22
C7H12O3 (wB97M-V/def2-TZVPD)
C -1.26114 -1.81232 0.79781
C -0.44028 -0.57058 1.08103
C -0.97648 0.81868 -0.67545
C -1.72839 0.30609 -1.66205
O -0.50857 -0.00503 2.19848
H -1.32388 1.71763 -0.16994
H -1.13049 -2.16527 -0.22590
H -0.95414 -2.60675 1.48119
H -2.31404 -1.57044 0.95654
H -1.44460 -0.60553 -2.17881
H -2.67855 0.75301 -1.93731
C 1.26469 2.00718 -0.30685
C 0.95391 -0.47371 0.31516
C 0.68519 0.65325 -0.67453
O 1.32798 -1.66397 -0.33838
O 1.94717 -0.17786 1.26639
H 1.44172 0.09659 2.06836
H 1.89601 -2.11387 0.30808
H 0.97407 0.36830 -1.68881
H 0.94965 2.78068 -1.01302
H 2.35944 1.94407 -0.29778
H 0.96072 2.31984 0.69579
```

Computed properties:
SMILES string: C=C[C@@H](C)C(O)(O)C(C)=O
E_LUMO: 0.0 eV
Molecular weight: 144.17 g/mol
E_HOMO: -0.345 Eh
Charge: 0

<x>
DFT (wB97M-V/def2-TZVPD) results for a 3-piece molecular cluster, C7H12O3 overall.

```
22
C7H12O3 (wB97M-V/def2-TZVPD)
C 1.32665 -1.28122 -1.61078
C 3.02109 1.05113 0.63120
C 1.57993 1.06784 0.25152
O 1.91386 -1.61276 -0.61048
O 0.64609 1.11518 0.99984
H 0.22897 -1.29861 -1.68089
H 1.41055 1.05243 -0.86717
H 1.84850 -1.12456 -2.57232
H 3.14013 1.16533 1.70555
H 3.57187 1.81957 0.09355
H 3.42140 0.07966 0.33697
C -2.44711 1.47019 0.10989
C -1.96508 0.10597 -0.29783
C -1.81459 -0.85287 0.81945
C -1.60711 -2.14814 0.61602
O -1.67987 -0.17412 -1.44448
H -1.87651 -0.43996 1.81515
H -3.38339 1.38616 0.65933
H -2.58682 2.10059 -0.76481
H -1.69943 1.91250 0.76633
H -1.54908 -2.54637 -0.38405
H -1.50005 -2.84794 1.42799
```

Computed properties:
SMILES string: C=CC(C)=O.CC=O.C=O
E_LUMO: 0.6 eV
Molecular weight: 144.17 g/mol
E_HOMO: -0.353 Eh
Charge: 0

Last place for stability: <x>

<w>
DFT (wB97M-V/def2-TZVPD) results for a 2-piece molecular cluster, C7H12O3 overall.

```
22
C7H12O3 (wB97M-V/def2-TZVPD)
C -2.18992 -3.21569 -0.39466
C -2.24681 -1.72951 -0.58445
O -3.16644 -1.04164 -0.19657
H -3.15770 -3.58968 -0.04709
H -1.90904 -3.71977 -1.32607
H -1.42062 -3.44326 0.35757
O -1.37744 -1.27536 -1.66801
H -1.64030 -0.37378 -1.89925
O 0.27776 -0.57146 0.71985
C 0.63838 0.72616 1.17967
C 2.12320 1.11270 1.01436
C 2.19506 2.02960 -0.22415
C 0.76555 2.47120 -0.40010
C -0.08396 1.75408 0.34185
H 0.32848 0.78822 2.23539
H 2.45487 1.66046 1.90746
H 2.74683 0.21328 0.92724
H 2.87508 2.88068 -0.07149
H 2.54754 1.50146 -1.12530
H 0.46894 3.24394 -1.11226
H -1.16630 1.73322 0.20275
H 0.93683 -1.15485 0.16325
```

Computed properties:
SMILES string: O[C@@H]1C=CCC1.CC(=O)O
E_LUMO: 0.7 eV
Molecular weight: 144.17 g/mol
E_HOMO: -0.348 Eh
Charge: 0

<x>
DFT (wB97M-V/def2-TZVPD) results for a 2-piece molecular cluster, C7H12O3 overall.

```
22
C7H12O3 (wB97M-V/def2-TZVPD)
O 1.59391 -3.45503 -2.92365
C 1.34086 -2.50840 -1.95403
C 0.42034 -2.63290 -0.71306
C 1.08963 -1.23367 -0.63467
C 2.42557 -1.92338 -1.03109
C 0.79952 -1.06825 -2.14993
C 0.91536 -0.23055 0.45042
C 0.84839 1.20710 0.13388
O -0.39216 0.32101 0.56117
H 0.77781 -3.66739 -3.38733
H -0.66317 -2.64405 -0.89685
H 0.72018 -3.36187 0.05285
H 2.86327 -2.60528 -0.28891
H 3.18471 -1.28376 -1.50282
H 1.44724 -0.36925 -2.69794
H -0.25560 -0.96896 -2.43963
H 1.36911 -0.50476 1.41130
H 1.16637 1.91031 0.91024
H 1.12648 1.46282 -0.89285
O -1.30840 2.39844 -0.66488
H -1.62684 1.48667 -0.14064
H -1.33048 3.03441 0.05505
```

Computed properties:
E_LUMO: 0.7 eV
Molecular weight: 144.17 g/mol
E_HOMO: -0.368 Eh
Charge: 0

Last place for stability: <x>

<w>
DFT (wB97M-V/def2-TZVPD) results for an isolated ion of composition C9H14NO and charge +1.

```
25
C9H14NO (wB97M-V/def2-TZVPD)
C 0.49223 2.68967 -1.43931
C -0.36938 2.68917 -0.39173
C 1.07686 1.52045 -1.86211
C -0.59825 1.59234 0.37719
C 0.78244 0.34915 -1.15358
C -1.18938 -0.64772 1.86270
C 1.13947 -1.34845 1.16231
C -0.91083 -1.79287 -0.29386
C -0.26841 -0.80191 0.69786
N -0.01405 0.40373 -0.01116
O 1.21407 -0.85006 -1.62954
H 0.80581 3.66975 -1.78036
H -0.93965 3.59959 -0.22183
H 1.68982 1.67982 -2.76572
H -1.21120 1.27957 1.17300
H -2.17549 -0.52276 1.61799
H -1.17799 -1.55970 2.42468
H -0.87378 0.11559 2.46461
H 1.82781 -0.64384 1.51424
H 1.00969 -2.11330 1.95293
H 1.53720 -1.79804 0.17430
H -0.19174 -2.43455 -0.61912
H -1.34203 -2.61214 0.35413
H -1.67965 -1.58529 -1.01823
H 1.36646 -0.87819 -2.58940
```

Computed properties:
SMILES string: CC(C)(C)[n+]1ccccc1O
E_LUMO: -4.2 eV
Molecular weight: 152.22 g/mol
E_HOMO: -0.517 Eh
Charge: +1

<x>
DFT (wB97M-V/def2-TZVPD) results for an isolated ion of composition C9H14NO and charge +1.

```
25
C9H14NO (wB97M-V/def2-TZVPD)
C 0.81183 1.97520 -0.19651
C 1.07115 0.71222 -0.21608
C 0.68877 3.21507 -0.14000
C -2.20276 0.12921 -0.26944
C 2.19852 -0.07496 0.43458
C 2.07038 -1.52004 -0.14405
C 1.09396 -1.36518 -1.26344
C -3.26034 0.38098 0.80005
C -0.90349 -0.73094 0.12358
N 0.17033 -0.28335 -0.85464
O -2.17098 0.71221 -1.36096
H 0.90043 3.85899 -0.90782
H 0.11504 3.64732 0.67241
H 3.16376 0.28969 0.01898
H 2.05775 0.02352 1.46348
H 2.99463 -2.07899 -0.55288
H 1.78447 -2.19689 0.64745
H 1.64427 -0.99377 -2.20102
H 0.55029 -2.25520 -1.64142
H -3.63906 -0.49672 1.40717
H -2.84099 1.14696 1.58949
H -4.02980 0.86414 0.28441
H -0.87024 -1.73313 -0.17013
H -0.63263 -0.47917 1.14101
H -0.45252 -0.03703 -1.72147
```

Computed properties:
SMILES string: C=C=C1CCC[N@H+]1CC(C)=O
E_LUMO: -3.2 eV
Molecular weight: 152.22 g/mol
E_HOMO: -0.504 Eh
Charge: +1

Last place for stability: <x>

<w>
DFT (wB97M-V/def2-TZVPD) results for one molecule with the formula C3H3FN2.

```
9
C3H3FN2 (wB97M-V/def2-TZVPD)
C 0.66352 -0.09411 -0.29118
C -0.63560 -0.86672 -0.46143
C 0.14582 0.96482 0.66076
H 1.29954 -0.73253 0.30454
H -0.71107 -1.72123 -1.05421
H 0.63085 1.81849 0.99526
N -1.57219 -0.41697 0.32039
N -1.06576 0.78595 0.99360
F 1.24488 0.26230 -1.46773
```

Computed properties:
SMILES string: FC1C=NN=C1
E_LUMO: -0.1 eV
Molecular weight: 86.07 g/mol
E_HOMO: -0.393 Eh
Charge: 0

<x>
DFT (wB97M-V/def2-TZVPD) results for one molecule with the formula C3H3FN2.

```
9
C3H3FN2 (wB97M-V/def2-TZVPD)
C -0.35529 1.49121 0.18293
C -1.03852 0.57894 0.78727
C 0.01573 -1.65422 -0.40594
N 0.34482 0.28377 0.82806
N 0.82175 -0.57246 -0.18090
F 0.61869 -2.48069 -1.09534
H -0.20427 2.26572 -0.59292
H -1.93187 0.24944 1.20121
H 1.72897 -0.16173 -0.72439
```

Computed properties:
E_LUMO: 1.0 eV
Molecular weight: 86.07 g/mol
E_HOMO: -0.322 Eh
Charge: 0

Last place for stability: <x>